Entry from OMol25: 3 unconnected molecules or ions with the total composition C10H25ClO5S (wB97M-V/def2-TZVPD).

Calculated values
strongest force on any atom	0.356	eV/Å
spin multiplicity	1

Positions of all 42 atoms, in Å:
1 C -3.41390 -3.25214 0.01430
2 C -3.66874 -2.45035 -1.26091
3 C -3.25677 -0.99565 -1.11898
4 Cl -3.52545 -0.13463 -2.67007
5 O -3.83730 -0.30586 -0.03026
6 S -5.39103 -0.53011 0.41804
7 O -5.56692 0.45538 1.44897
8 O -6.04546 0.03901 -0.94982
9 C -7.29490 -0.56334 -1.31674
10 H -2.47976 -2.94111 0.48484
11 H -4.20922 -3.11427 0.74577
12 H -3.35492 -4.31558 -0.21371
13 H -3.05481 -2.85069 -2.06848
14 H -4.70300 -2.53394 -1.60203
15 H -2.18660 -0.94070 -0.93430
16 H -8.01226 0.23758 -1.47898
17 H -7.15834 -1.13998 -2.23083
18 H -7.67464 -1.22036 -0.53103
19 C 2.33271 -0.57652 -0.03308
20 C 1.28894 -0.39688 -1.12172
21 C 1.68197 0.69302 -2.10576
22 O 0.00945 -0.11782 -0.54995
23 H 2.44721 0.35036 0.53636
24 H 2.03712 -1.36559 0.65890
25 H 3.30452 -0.83239 -0.45914
26 H 1.14950 -1.33741 -1.65916
27 H 1.78533 1.64847 -1.58390
28 H 0.92078 0.80605 -2.87767
29 H 2.63544 0.46486 -2.58436
30 H 0.07672 0.71098 -0.06105
31 C 5.57042 2.09085 3.39902
32 C 5.10313 1.78918 1.98473
33 C 6.03990 2.36907 0.93764
34 O 3.76870 2.25325 1.78192
35 H 5.60273 3.17186 3.56291
36 H 4.88678 1.65749 4.12849
37 H 6.57004 1.69234 3.57696
38 H 5.03611 0.70742 1.84938
39 H 6.08485 3.45780 1.03327
40 H 5.68638 2.13129 -0.06558
41 H 7.05148 1.97785 1.05352
42 H 3.76380 3.21120 1.89244

---

Entry from OMol25: 2 unconnected molecules or ions with the total composition C2HN3O2 at a distorted geometry (wB97M-V/def2-TZVPD).

Calculated values
relative energy (zero: lowest compared OMol25 entry of this formula, charge and spin)	78.5	kcal/mol
strongest force on any atom	17.715	eV/Å
spin multiplicity	1
SMILES string	O=C=NC=O.N#N

Positions of all 8 atoms, in Å:
1 O 1.66032 0.04325 -1.63605
2 C 0.98601 -0.52761 -0.87523
3 N 0.26369 -1.29091 -0.25541
4 C -0.95807 -1.11377 0.54131
5 O -1.38299 -0.04854 0.98140
6 H -1.37756 -2.18304 0.88163
7 N -0.16146 2.90845 0.29225
8 N 0.97007 2.21218 0.07010

---

Number 1: frontier orbital gap 10.647 eV, highest occupied orbital energy -9.9 eV. Number 2: frontier orbital gap 10.670 eV, highest occupied orbital energy -11.2 eV.